The following is a DFT calculation (the ωB97M-V functional and the def2-TZVPD basis) of an isolated molecule of C21H22N2O5.

Strongest force on any atom (Eh/bohr): 0.0128
LUMO level (eV): 0.648
Calculated total energy (hartree): -1299.1717
Energy above the lowest of the compared OMol25 structures with the same formula, charge and spin (kcal/mol): 42.5

Geometry as ORCA input:
```
! wB97M-V def2-TZVPD RIJCOSX def2/J DEFGRID3
* xyz 0 1
C -3.03866 -1.55573 -4.96904
C -2.49144 -0.27950 -5.60255
O -2.23004 0.73233 -4.65161
C -1.12010 0.66065 -3.86934
C -0.99827 1.66283 -2.90398
C 0.08579 1.70909 -2.05789
C 1.09646 0.75242 -2.15589
C 0.98064 -0.24317 -3.11808
C -0.11362 -0.29322 -3.96485
H -0.15525 -1.08308 -4.69802
H 1.74807 -0.99316 -3.22798
N 2.19732 0.77114 -1.27992
C 2.69409 1.86938 -0.63741
O 2.26857 2.99822 -0.70358
C 3.88457 1.41867 0.19762
H 3.86039 1.88304 1.18297
C 3.78491 -0.10691 0.23246
H 4.76417 -0.58792 0.22016
C 3.07115 -0.61525 1.49059
O 3.60515 -1.39530 2.24694
N 1.81866 -0.11282 1.63411
C 0.87968 -0.36037 2.64371
C -0.36330 0.24919 2.51606
C -1.34666 0.05289 3.47325
C -1.09318 -0.78399 4.56458
C 0.15810 -1.37211 4.69281
C 1.14357 -1.16370 3.74919
H 2.10921 -1.62608 3.85744
H 0.33937 -2.00085 5.54927
O -2.04700 -1.04806 5.51655
C -3.34795 -0.68391 5.11490
C -3.33448 0.70621 4.48056
H -4.33573 1.01451 4.17646
O -2.54497 0.69967 3.31180
H -2.92851 1.42799 5.20259
H -3.96757 -0.70467 6.01252
H -3.73200 -1.40933 4.38399
H -0.58936 0.89114 1.67797
H 1.48960 0.52886 0.92540
C 2.98800 -0.42309 -1.04181
H 2.33699 -1.29310 -0.91972
H 3.66941 -0.60845 -1.88126
H 4.79706 1.74854 -0.30322
H 0.16069 2.49858 -1.32932
H -1.77923 2.40292 -2.83546
H -1.59615 -0.49175 -6.20006
H -3.24634 0.15854 -6.26157
H -3.94441 -1.32998 -4.41207
H -3.27185 -2.27949 -5.74516
H -2.31554 -1.99180 -4.28412
*
```